Computed, not measured: C41H53IrN3P2Si as an isolated structure, with wB97M-V/def2-TZVPD.

## Properties
- orbital gap (alpha / beta) (Eh) = 0.2410 / 0.2332

Structure (ORCA input):
```
! wB97M-V def2-TZVPD RIJCOSX def2/J DEFGRID3
* xyz 1 5
C -4.43985 -0.51775 1.16289
H 3.97487 1.29081 -1.16756
H 4.06455 -1.26755 0.69493
C 3.82340 0.39684 4.17048
H -0.03154 1.41089 -5.00762
H 2.11961 2.90691 2.67518
C -1.29063 2.18168 4.85941
H 3.87668 2.53834 4.34292
H 3.46690 -0.72108 -3.10741
N -1.21077 2.62005 -2.08698
H -2.96593 1.52312 -4.21911
H -1.46448 0.11770 5.29935
H -1.23220 -3.27245 4.30266
C -0.66779 0.59256 -0.91566
C -1.01775 2.07769 -0.95767
P 1.99022 0.04969 -0.84732
H -5.45125 -0.14563 1.34772
C 3.62215 -2.06118 0.09226
H 4.43420 -2.70713 -0.24846
C -0.39224 -3.84996 3.91341
H 0.52424 -3.45049 4.35606
H 3.53731 -1.68903 3.75585
C -4.63507 0.21076 -1.24148
H -1.51962 2.49797 5.86956
C 1.27159 -4.57499 1.51630
H -3.87200 -0.44127 2.09220
H 1.28056 -5.58727 1.93866
C 1.85194 -2.57663 -1.62639
C 3.89121 -1.26369 -2.26269
C -2.14128 0.97535 -3.78373
H -1.76278 3.34731 -5.18203
H -1.70374 -4.79031 0.25199
H 4.25046 -2.22882 -2.62667
C 0.00917 4.47224 -5.30992
H 4.75565 -0.71143 -1.89210
H 0.95347 2.11748 0.87293
C -2.50206 -1.95197 -1.17014
H -4.83318 2.07299 0.67886
N 1.94134 1.61726 -2.97014
C -0.63589 1.44740 2.12304
C -1.00350 3.20386 3.84735
C -1.26555 0.88261 4.55931
C 2.22301 -0.46218 2.58802
C 1.41840 4.55746 -5.01439
H 2.97428 -2.65390 0.73519
H -3.25551 1.95013 1.42549
H -3.14156 -2.55462 -0.52348
H 2.15772 -4.05869 1.89139
C 0.46776 0.14307 0.11271
H -1.59742 -2.53235 -1.35403
C -0.07989 2.22543 -4.26370
H -5.54832 0.79771 -1.11438
C 1.32969 2.46502 -3.83068
H -4.93335 -0.81650 -1.45063
C -1.87931 -0.36825 -3.93407
C -0.70783 3.40297 -4.94230
C -0.73359 -0.73844 -3.24335
C 3.22860 -0.67624 3.52614
H 1.35344 -4.66922 0.43054
H -4.52399 -1.57469 0.90366
C 0.67087 1.14700 1.30326
H -3.41308 2.46262 -0.27228
H -1.04533 4.24717 4.13469
C -0.23012 0.43258 -2.44204
H 1.97654 5.42557 -5.33946
H 2.77121 2.23828 -0.29591
H 2.32769 -3.55939 -1.65884
C 2.41712 1.89346 2.91916
H -1.58114 -5.83039 1.67857
C 3.23236 1.25602 -0.37246
H -2.48917 -1.05172 -4.51135
C -3.79505 1.78737 0.49226
H 1.76175 -1.32227 2.11480
C -1.71078 -4.79430 1.34564
C -3.80489 0.32317 0.03943
C -0.68391 2.87052 2.60000
C 3.41273 1.68860 3.85888
H -1.14474 2.66782 -0.05451
C 1.79784 0.81926 2.27311
H -0.50127 -4.89435 4.22363
H -0.46819 5.28848 -5.83588
H -4.10885 0.60573 -2.11108
N -1.02724 -0.82703 2.94843
H -2.69124 -4.44993 1.68515
H 3.69186 0.98589 0.57588
Si -0.32681 -3.76780 2.06164
C 2.04399 3.57885 -4.28752
C 2.87213 -1.54292 -1.14101
H 4.60016 0.23247 4.90642
C -0.94863 1.62886 -3.12780
H 0.99012 -2.65041 -0.95454
C 1.27190 0.67010 -2.38036
H -0.46172 3.64435 1.86984
C -0.95847 0.42064 3.20132
Ir -0.51091 -1.50196 1.25151
H -0.30283 -1.72607 -3.23595
H -1.46857 1.32895 1.42065
P -2.10441 -0.46734 -0.17597
H 1.50705 -2.34277 -2.63268
H -3.00784 -1.75701 -2.10805
H 3.08728 3.66233 -4.00895
*
```

=====

Computed, not measured: C41H55AsEuN6O2S4 as an isolated structure, with wB97M-V/def2-TZVPD.

## Properties
- orbital gap (alpha / beta) (Eh) = 0.2042 / 0.2050

Structure (ORCA input):
```
! wB97M-V def2-TZVPD RIJCOSX def2/J DEFGRID3
* xyz -1 7
C 0.05268 -2.31462 1.42563
C -0.55551 4.64562 -0.12265
H -1.33301 4.49591 5.39040
C -4.07540 -0.64952 5.28652
N -2.13204 0.06125 4.02759
H -1.08417 5.09352 3.73406
C 0.49622 -4.01156 -2.27767
Eu -1.37879 0.99332 -0.14378
C 1.47033 4.17452 3.46587
H -1.09706 3.71705 0.06396
N 0.67577 4.44802 4.71146
H 3.29089 3.26661 -4.79684
C 2.38255 0.47266 -4.13404
H 0.44828 6.19419 -3.61311
H 4.35196 -4.65566 -0.10211
H 2.68493 -5.13430 0.25153
H -1.69280 -6.25351 -3.57114
C -0.79773 4.32784 4.45555
C 2.08004 2.73984 -3.11450
N 0.77168 0.25434 1.46038
H 1.29592 0.40485 -4.21120
S -2.99512 -0.82709 1.00931
S -3.53725 1.09928 -1.77884
H 0.49421 4.52394 0.15871
C 1.55574 -6.14228 -2.68816
H 4.57474 2.21068 -2.07731
C 2.49275 3.58334 -4.13631
H 0.92623 3.72664 5.39007
C 1.12920 2.77028 2.98044
C -2.04310 4.54952 -2.15310
H -3.58326 -3.28159 -1.33141
C -0.71960 -4.52902 -2.77589
C -0.75566 -5.85031 -3.20257
C -0.67673 4.97866 -1.61171
H 2.79163 -3.26574 -1.37895
H -0.60848 6.06639 -1.71390
H -1.33655 -0.31075 3.52764
H -1.25218 -2.18038 -4.06999
H -2.83421 -4.87033 -1.08719
H 0.90124 5.36228 5.09620
H -1.96438 -3.39797 -0.64057
H -2.14105 3.46441 -2.12665
C -2.64341 -3.83380 -1.37399
H -4.59483 0.25172 4.98231
H -2.16171 4.87081 -3.18930
H 4.71637 1.99007 -3.83076
H 3.66221 -3.62171 -3.65487
H -4.52276 -3.44777 7.14848
C 0.90763 0.33933 0.12894
H 1.19093 4.91195 2.71324
C -2.02798 -3.76010 -2.77654
As -4.19798 0.86920 0.29939
H 2.22497 5.45982 -5.15338
C 0.43690 4.39594 -2.46014
N 0.60389 -2.65696 -1.98673
N -0.29245 2.62339 2.72379
C 0.36694 -6.66126 -3.16532
H 2.76477 0.84714 -5.08630
C 0.84551 -2.04604 2.64898
H -1.68643 -1.62834 -2.45189
C 1.24908 1.73144 -0.40745
C -2.14275 -2.07572 5.16557
H -2.74034 0.55858 3.38625
C 4.00797 -4.24832 -2.83138
H 4.94750 -3.83869 -2.45335
C 3.45049 -5.10566 -0.52439
H 4.77445 0.58802 -2.75653
H -1.00018 -2.57618 1.47880
H -1.15686 -2.27805 4.76259
H -5.68012 -1.36144 6.50902
H 2.77629 -0.53240 -3.96784
C -2.79062 -0.89544 4.79370
C 1.63945 -4.83113 -2.24065
C -1.96802 -2.30540 -3.25628
H 4.19732 -5.25045 -3.22114
H -0.58319 3.22295 1.95689
C -4.03397 -2.73051 6.50152
H 1.34503 -2.48799 3.49198
C 0.76266 -0.64587 -0.83827
C 0.90055 5.21651 -3.48402
C 2.95483 -4.28785 -1.71981
H 3.68582 -6.13047 -0.81855
C 0.99173 3.11417 -2.28973
C 0.65337 -2.11406 -0.83702
C 1.90375 4.81701 -4.34336
H -1.01793 5.42761 0.48497
H 2.43688 -6.77376 -2.65426
H 0.31337 -7.68978 -3.50087
H -2.69855 -4.29119 -3.45997
H 2.49236 0.93320 -2.05577
N 0.45561 2.15053 -1.39374
C 0.59201 -1.00675 1.89647
H 1.42746 2.02646 3.72847
C -2.76173 -2.98267 6.00908
O 2.18585 2.36706 0.10682
C 4.30857 1.56291 -2.91350
H 1.69512 2.56165 2.07344
H -0.90951 2.16856 4.66079
S -6.23699 0.74619 0.68051
S -3.22374 2.59244 1.30396
C -1.08491 2.93289 3.89912
H 0.91835 -0.31895 -1.85603
H -2.95545 -2.00129 -3.60420
H -2.24907 -3.89770 6.28029
C -4.68482 -1.56060 6.13081
C 2.78826 1.40323 -2.98569
H -2.13667 2.88471 3.61649
H -2.85195 4.98035 -1.56000
O 0.65583 -2.89926 0.27391
H 2.53203 4.27732 3.69075
*
```

=====

We obtain F_max values of 0.018, 0.042 Eh/bohr for the records listed above, in that order.
We obtain molecular weight values of 870.15, 1019.09 g/mol for the records listed above, in that order.